[1]
This record from the Open Molecules 2025 dataset describes a cluster of 2 separate species, C2H6N3O in total. The level of theory is ωB97M-V with the def2-TZVPD basis set.

Calculated values
Frontier orbital gap   10.15 eV
Total charge   +1
ΔE to the lowest compared entry with this formula, charge and spin   140.06 kcal/mol

Positions of all 12 atoms, in Å:
C -1.70 0.32 -0.18
C 0.47 0.26 0.30
N -1.42 -0.70 0.76
N -0.24 -0.69 1.09
N 1.54 -0.44 -0.40
O -0.45 0.88 -0.58
H -2.28 -0.04 -1.01
H -2.17 1.26 0.31
H 0.98 1.16 1.71
H 2.50 -0.19 -0.32
H 1.38 -0.43 -1.44
H 1.40 -1.40 -0.25

Mulliken population analysis, charges in e, atoms 1 to 6: number 1, C, carries -0.18; number 2, C, carries -0.01; number 3, N, carries -0.17; number 4, N, carries -0.18; number 5, N, carries -0.22; number 6, O, carries -0.34

***

[2]
This record from the Open Molecules 2025 dataset describes a cluster of 2 separate species, C2H6N3O2 in total. The level of theory is ωB97M-V with the def2-TZVPD basis set.

Calculated values
Frontier orbital gap   6.49 eV
Total charge   -1
ΔE to the lowest compared entry with this formula, charge and spin   155.42 kcal/mol

Positions of all 13 atoms, in Å:
C -0.01 -0.13 -1.39
C 0.22 -0.21 1.09
N -1.10 -1.81 -0.03
N -0.34 -0.88 -0.15
N -3.10 0.16 0.10
O -2.50 0.96 0.86
O -4.31 -0.07 0.23
H -0.65 0.73 -1.54
H 1.04 0.27 -1.40
H -0.09 -0.87 -2.21
H -0.37 -0.43 1.92
H 1.20 -0.55 1.23
H 0.20 0.80 0.87

Mulliken population analysis, charges in e, atoms 1 to 6: number 1, C, carries -0.84; number 2, C, carries -1.06; number 3, N, carries -0.80; number 4, N, carries 0.65; number 5, N, carries 0.01; number 6, O, carries -0.43

***

[3]
This record from the Open Molecules 2025 dataset describes a structure of composition C2H6N3O2. The level of theory is ωB97M-V with the def2-TZVPD basis set.

Calculated values
Frontier orbital gap   8.12 eV
Total charge   -1
ΔE to the lowest compared entry with this formula, charge and spin   160.34 kcal/mol

Positions of all 13 atoms, in Å:
C 0.64 -1.11 0.32
C 1.26 1.10 -0.40
N -1.24 0.78 0.04
N 0.35 0.01 -0.53
N -2.22 -0.01 0.03
O -3.28 0.52 0.44
O -2.20 -1.21 -0.32
H 1.51 -1.62 -0.10
H 0.87 -0.83 1.36
H -0.21 -1.78 0.29
H 2.17 0.86 -0.96
H 0.81 1.99 -0.82
H 1.55 1.31 0.65

Mulliken population analysis, charges in e, atoms 1 to 6: number 1, C, carries -0.75; number 2, C, carries -0.71; number 3, N, carries -0.65; number 4, N, carries -0.24; number 5, N, carries 1.16; number 6, O, carries -0.77

***

[4]
This record from the Open Molecules 2025 dataset describes the ion C2H6N3O2 with charge -1. The level of theory is ωB97M-V with the def2-TZVPD basis set.

Calculated values
Frontier orbital gap   8.12 eV
Total charge   -1
ΔE to the lowest compared entry with this formula, charge and spin   126.96 kcal/mol
SMILES   CNCN=[N+]([O-])[O-]

Positions of all 13 atoms, in Å:
C -1.51 0.80 -0.60
C 0.72 -0.21 -0.64
N 0.62 -0.86 0.66
N -0.61 -0.20 -1.28
N 1.32 -0.48 1.64
O 2.07 0.52 1.61
O 1.17 -1.13 2.66
H -2.54 0.29 -0.81
H -1.38 0.85 0.53
H -1.42 1.73 -1.12
H 1.16 0.76 -0.54
H 1.37 -0.98 -1.20
H -0.98 -1.09 -0.91

Mulliken population analysis, charges in e, atoms 1 to 6: number 1, C, carries -0.75; number 2, C, carries -0.42; number 3, N, carries -0.66; number 4, N, carries -0.53; number 5, N, carries 1.10; number 6, O, carries -0.76

***

HOMO list, top to bottom, in eV: -15.08 -2.71 -3.92 -3.88